C10H13ClF5IrN3O4Se | ωB97M-V/def2-TZVPD

**ΔE to the lowest compared entry with this formula, charge and spin**: 0.48 kcal per mole
**<S²>**: 6.02
**Charge**: +1
**2S+1**: 5
**DFT total energy**: -4318.7715 Ha

```
38
C10H13ClF5IrN3O4Se (ωB97M-V/def2-TZVPD)
Ir 0.08 -0.25 -0.44
N 1.76 -1.53 0.41
C 2.91 -1.60 -0.51
C 3.23 -0.23 -1.06
N 2.07 0.41 -1.71
C 1.87 0.11 -3.14
C 0.91 -1.05 -3.36
N -0.33 -0.83 -2.60
H 1.39 -2.45 0.60
H 2.03 -1.14 1.31
H 3.80 -2.00 -0.01
H 2.66 -2.30 -1.30
H 3.54 0.42 -0.24
H 4.08 -0.30 -1.75
H 2.18 1.41 -1.61
H 1.45 1.01 -3.60
H 2.82 -0.09 -3.64
H 0.72 -1.17 -4.42
H 1.35 -1.99 -3.00
H -0.90 -0.10 -3.01
H -0.91 -1.66 -2.60
O -3.43 -2.03 -0.58
Cl -2.76 -1.00 0.12
O -3.50 -0.46 1.19
O -1.46 -1.53 0.65
O -2.35 0.07 -0.81
F -3.51 1.25 5.12
C -2.75 1.46 4.07
C -1.69 0.61 3.81
F -1.44 -0.41 4.62
C -0.90 0.84 2.71
F 0.14 0.03 2.48
C -1.15 1.90 1.83
Se -0.22 2.15 0.24
C -2.21 2.76 2.14
F -2.47 3.78 1.34
C -3.01 2.55 3.24
F -4.02 3.36 3.51
```